{"formula": "C43H68BBeBrCaN3O21", "method": "ωB97M-V/def2-TZVPD", "energy_ev": -182686.2831, "charge": 1, "max_force_ev_per_a": 10.274, "homo_lumo_gap_ev": 1.544, "species": ["C", "C", "C", "C", "C", "C", "C", "C", "C", "C", "C", "C", "C", "C", "C", "C", "C", "C", "C", "O", "C", "C", "C", "O", "H", "H", "H", "H", "H", "H", "H", "H", "H", "H", "H", "H", "H", "H", "H", "H", "H", "H", "H", "H", "H", "H", "H", "H", "H", "H", "H", "H", "H", "H", "H", "H", "H", "H", "H", "H", "Ca", "C", "C", "C", "O", "C", "N", "H", "H", "H", "H", "H", "H", "H", "H", "H", "H", "H", "Br", "N", "O", "O", "O", "C", "C", "C", "O", "C", "H", "H", "H", "H", "H", "H", "H", "H", "C", "C", "C", "O", "C", "O", "O", "H", "H", "H", "H", "H", "H", "B", "O", "C", "O", "C", "O", "O", "O", "C", "O", "C", "O", "O", "C", "C", "O", "C", "O", "O", "H", "H", "H", "H", "Be", "C", "C", "N", "H", "H", "H"], "coordinates": [[7.475613, -4.556781, -0.098929], [7.949893, -3.564178, -1.318698], [9.187638, -2.552973, -0.916453], [8.702484, -1.007556, -0.572635], [8.295723, -0.880861, 1.041129], [7.471034, 0.542182, 1.317752], [6.017223, 0.378560, 0.577117], [4.895533, 1.500486, 0.990661], [3.392483, 0.845879, 0.868651], [3.104847, 0.033252, -0.526123], [2.907554, 1.036529, -1.849459], [1.894562, 0.238905, -2.912727], [0.288067, 0.592736, -2.622625], [-0.464436, -0.662891, -1.813485], [-0.720479, -0.352902, -0.225220], [-0.344537, -1.576758, 0.797160], [-0.573076, -3.084857, 0.197807], [0.669898, -3.822048, -0.266752], [0.370339, -5.334319, -0.913919], [1.150660, -6.410330, -0.673201], [-1.011192, -5.410495, -1.853056], [-2.253039, -4.660712, -1.406928], [-2.061917, -3.824954, 0.029362], [-2.997943, -3.770972, 0.988957], [6.528250, -5.175316, -0.479218], [7.131344, -3.989894, 0.872462], [8.304246, -5.362314, 0.181169], [7.046583, -2.946421, -1.775380], [8.345355, -4.258798, -2.199736], [9.837662, -2.934773, -0.018174], [9.889479, -2.477577, -1.870332], [7.804231, -0.770712, -1.291666], [9.549763, -0.231615, -0.828782], [7.519330, -1.765442, 1.225886], [9.209836, -1.028606, 1.758820], [8.025966, 1.470078, 0.836608], [7.352381, 0.615368, 2.484009], [5.572920, -0.678099, 0.909124], [6.076476, 0.365678, -0.595443], [4.978406, 2.502551, 0.377177], [5.029466, 1.807940, 2.135039], [2.627818, 1.762627, 0.879976], [3.144875, 0.229714, 1.849547], [2.065799, -0.532048, -0.372954], [3.884955, -0.798164, -0.789746], [2.421242, 2.064371, -1.573042], [3.969705, 1.121071, -2.356038], [2.195531, 0.433575, -4.046363], [2.133439, -0.917078, -2.733499], [-0.202139, 0.665627, -3.708785], [0.144651, 1.583291, -2.008595], [-1.532256, -0.814940, -2.313451], [0.185603, -1.608556, -2.042041], [-0.110285, 0.627515, 0.048529], [-1.860469, -0.072638, -0.096710], [-1.087872, -1.473354, 1.725753], [0.742593, -1.415360, 1.228650], [1.754385, -3.375964, -0.214166], [-1.046941, -5.996751, -2.873466], [-3.256747, -4.641970, -2.019801], [9.143253, 0.975844, 2.766941], [0.725537, 4.080532, 5.238473], [2.055319, 4.745970, 4.892906], [2.897167, 3.948399, 3.870443], [3.555211, 2.802059, 4.415896], [2.731628, 1.650514, 4.526472], [2.804346, 4.988418, 6.135831], [0.841102, 3.233789, 5.919354], [0.060226, 4.797353, 5.735316], [0.217278, 3.727740, 4.335414], [1.821640, 5.716964, 4.439382], [3.700293, 4.604916, 3.511966], [2.306384, 3.674717, 2.988453], [2.004228, 1.582030, 3.712291], [2.226300, 1.645849, 5.493628], [3.375982, 0.767394, 4.489151], [3.647221, 5.518090, 5.910227], [3.165446, 4.084944, 6.453933], [2.543253, -3.405177, 1.466058], [4.343272, 3.464456, -4.214928], [5.241374, 3.108419, -3.434133], [3.276548, 3.918652, -3.769043], [4.511819, 3.366245, -5.441715], [-6.793637, -0.824148, -1.395133], [-5.787992, -1.926253, -1.183528], [-4.545345, -1.152140, -0.801144], [-4.985728, 0.038356, -0.133380], [-6.400586, 0.172540, -0.326775], [-7.831991, -1.154111, -1.308960], [-6.655305, -0.381210, -2.388616], [-6.104400, -2.561438, -0.347763], [-5.641518, -2.562360, -2.060128], [-3.978174, -0.847913, -1.687218], [-3.883574, -1.720863, -0.141540], [-6.890826, -0.053859, 0.626347], [-6.638630, 1.202723, -0.605609], [-6.914145, 4.366876, 0.339231], [-7.904980, 5.293026, -0.335404], [-8.390064, 4.789691, -1.661356], [-8.723948, 5.987554, -2.339191], [-7.924501, 6.963849, -1.812388], [-7.793233, 8.078641, -2.286169], [-7.288597, 6.521788, -0.685387], [-6.527125, 4.826144, 1.255021], [-7.377576, 3.409481, 0.594553], [-6.047873, 4.178523, -0.304456], [-8.738824, 5.513973, 0.342461], [-9.265459, 4.140939, -1.567060], [-7.619554, 4.268166, -2.240226], [-7.666344, -6.952028, -0.619529], [-7.352886, -7.083721, 0.806888], [-7.930553, -8.217312, 1.228583], [-7.866918, -8.631708, 2.374673], [-8.620802, -8.850808, 0.135633], [-9.245959, -9.897354, 0.191003], [-8.479946, -8.118058, -0.978028], [-8.391216, -5.705019, -0.883980], [-7.652557, -5.003442, -1.755119], [-7.966030, -3.907219, -2.190204], [-6.457984, -5.735958, -2.084856], [-5.579274, -5.370658, -2.848950], [-6.440493, -6.901128, -1.422578], [-0.434767, 5.129370, -3.347758], [-1.105757, 5.529769, -4.621510], [-0.344209, 4.866872, -5.612837], [0.256541, 3.801908, -5.005707], [0.851260, 2.916894, -5.597944], [0.104060, 3.856139, -3.650244], [-1.135149, 5.064954, -2.510527], [0.383773, 5.804134, -3.076152], [-2.141389, 5.178084, -4.677021], [-1.088948, 6.611785, -4.778412], [5.234541, -0.992191, -2.183266], [0.344488, -0.914585, 6.270444], [-0.257166, 0.446652, 5.961449], [-0.756389, 1.575824, 5.705033], [-0.286200, -1.446809, 6.987740], [0.418604, -1.506197, 5.353863], [1.343911, -0.792241, 6.697065]], "forces_ev_per_angstrom": [[-0.64, -0.56, -0.52], [0.49, -0.55, -0.07], [0.23, 0.55, -0.64], [0.69, -0.35, 0.04], [-1.44, -0.15, -1.55], [-1.33, -1.62, -1.99], [-1.29, 0.11, 0.83], [-0.18, 0.15, 0.95], [-0.31, 0.84, -0.13], [-1.90, 0.92, 0.22], [-0.18, -1.63, -0.22], [0.65, 0.03, 0.38], [0.13, -1.28, -0.67], [-0.39, 0.63, -0.90], [-0.61, 0.52, -0.92], [-0.92, -0.39, 1.40], [2.28, 0.51, -0.17], [-3.48, -0.98, 0.33], [2.92, -5.08, 1.23], [-5.11, 7.51, -1.77], [-2.93, 2.77, 1.71], [4.50, -1.12, 0.12], [-4.24, -0.43, 2.72], [6.70, -0.01, -6.27], [2.08, 1.36, 0.89], [0.75, -1.00, -1.83], [-1.68, 1.95, -0.59], [1.85, -1.23, 1.13], [-0.87, 1.51, 1.94], [-1.24, 0.45, -1.74], [-1.40, -0.07, 2.14], [1.42, -0.32, 1.76], [-1.51, -1.51, 0.57], [1.83, 1.98, 0.08], [-0.92, -0.25, -1.16], [-0.92, -1.23, 0.95], [-2.03, 0.07, -1.91], [1.14, 2.17, -0.68], [0.46, -0.01, 2.16], [-0.06, -2.22, 0.94], [-0.23, -0.63, -2.27], [1.65, -1.98, -0.01], [0.69, 0.97, -2.13], [2.25, 1.10, -0.31], [-1.31, 1.30, 0.83], [1.35, -1.87, -0.51], [-2.02, 0.47, 0.91], [-0.77, -0.02, 2.56], [-0.80, 2.22, -0.42], [0.96, 0.15, 2.61], [0.38, -1.83, -1.46], [2.31, 0.14, 1.07], [-1.30, 1.58, 0.70], [-1.09, -2.28, -0.18], [2.36, -0.65, -0.17], [1.54, -0.33, -1.96], [-2.23, -0.79, -1.18], [-1.46, -0.10, -1.36], [0.43, 1.10, 2.43], [1.86, -0.25, 1.52], [2.51, 0.49, 0.75], [-0.05, 0.23, -0.02], [-0.07, -0.34, 0.22], [0.12, 0.52, 0.10], [-0.09, -0.12, -0.46], [0.25, 0.07, 0.29], [0.43, -0.16, -0.36], [0.08, 0.23, -0.17], [0.20, -0.16, -0.09], [0.04, -0.02, 0.15], [0.20, -0.10, -0.04], [0.00, -0.14, 0.11], [-0.11, -0.14, 0.07], [-0.08, 0.10, 0.10], [-0.23, -0.07, -0.14], [0.08, 0.05, -0.05], [-0.20, 0.08, 0.13], [-0.24, 0.25, 0.04], [-0.35, -0.48, 0.29], [-0.41, 0.20, -0.96], [0.24, -0.24, 0.41], [0.25, -0.11, 0.13], [-0.03, 0.01, 0.76], [-0.38, 0.28, -0.44], [0.15, -0.67, 0.13], [0.13, 0.27, 0.03], [0.14, -0.14, -0.13], [-0.15, 0.12, 0.36], [0.19, -0.01, -0.03], [-0.07, -0.05, 0.09], [0.06, 0.03, -0.12], [-0.10, 0.04, 0.12], [0.09, -0.04, -0.15], [-0.07, 0.16, 0.08], [-0.07, 0.04, -0.04], [0.15, -0.02, 0.06], [0.34, 0.22, 0.21], [0.42, -1.02, 0.84], [-0.52, -0.74, -0.14], [0.46, 0.88, 0.18], [0.25, 2.37, -1.04], [-0.28, -2.51, 1.06], [-0.38, 0.57, -0.89], [-0.17, -0.12, -0.08], [-0.01, 0.15, -0.03], [-0.21, 0.00, -0.04], [0.00, -0.04, -0.14], [0.07, 0.21, -0.14], [0.05, 0.00, 0.20], [-0.42, -0.44, 0.36], [-0.34, -0.63, -0.06], [1.83, 1.10, 4.22], [-0.13, 0.53, -1.70], [-2.60, -2.95, -2.81], [0.99, 1.56, 0.07], [0.18, -0.13, 0.79], [0.96, 0.66, -0.92], [-3.93, 2.69, 0.78], [0.65, -1.28, 0.42], [3.60, -2.32, -1.02], [-0.56, -0.03, 0.80], [0.12, 1.43, -0.82], [-0.02, 0.51, 1.01], [-0.78, 0.81, -0.19], [0.58, -0.79, 0.35], [1.46, -1.87, -1.52], [-1.53, 1.89, 1.45], [0.03, -0.29, -0.76], [0.16, -0.15, -0.10], [-0.04, -0.07, -0.06], [0.08, 0.02, 0.01], [0.05, -0.23, -0.14], [0.20, -0.15, -0.76], [-0.50, 1.13, -0.24], [-3.36, 7.38, -1.68], [3.84, -9.31, 2.04], [0.04, 0.17, -0.13], [-0.09, 0.16, 0.10], [-0.18, 0.08, -0.05]]}